This record from OMol25 describes a 14-piece molecular cluster, C30H84F3O15 overall at a distorted geometry. The level of theory is ωB97M-V/def2-TZVPD.

Geometry as ORCA input:
```
! wB97M-V def2-TZVPD RIJCOSX def2/J DEFGRID3
* xyz -1 1
C -0.342 0.282 -1.475
O 0.074 0.684 -0.132
O 0.013 1.357 -2.349
C 0.234 -1.200 -1.787
F 1.510 -1.400 -1.504
F -0.409 -2.139 -1.071
F 0.021 -1.551 -3.081
C -0.444 -0.086 0.972
C -0.045 0.611 2.324
H -0.546 1.564 2.488
H -0.266 -0.005 3.196
H 1.018 0.827 2.427
H 0.007 -1.077 0.920
H -1.529 -0.192 0.952
H -1.415 0.128 -1.592
C 4.732 2.454 1.199
C 4.973 3.549 2.231
O 5.147 4.873 1.643
H 5.604 2.284 0.568
H 3.976 2.838 0.515
H 4.332 1.499 1.540
H 5.920 3.281 2.699
H 4.262 3.458 3.052
H 5.185 5.423 2.429
C -0.623 -0.898 9.849
C 0.527 -1.032 8.828
O 1.807 -0.831 9.481
H -0.448 -0.037 10.494
H -0.528 -1.740 10.535
H -1.600 -0.879 9.365
H 0.437 -0.303 8.022
H 0.465 -2.056 8.461
H 2.531 -1.065 8.895
C 3.545 -6.492 -1.184
C 4.246 -6.232 0.151
O 5.529 -6.769 0.019
H 3.476 -7.566 -1.357
H 3.966 -6.027 -2.076
H 2.498 -6.191 -1.175
H 3.736 -6.825 0.910
H 4.302 -5.162 0.352
H 5.940 -6.681 0.882
C 2.839 -3.428 -7.530
C 1.906 -3.059 -8.721
O 2.653 -2.499 -9.761
H 2.291 -3.865 -6.694
H 3.293 -2.505 -7.170
H 3.638 -4.082 -7.879
H 1.085 -2.434 -8.371
H 1.411 -3.953 -9.101
H 2.192 -2.686 -10.582
C 4.424 1.782 -4.830
C 4.943 3.034 -5.472
O 3.977 4.048 -5.431
H 5.220 1.049 -4.963
H 3.517 1.425 -5.317
H 4.205 1.932 -3.772
H 5.249 2.773 -6.484
H 5.756 3.359 -4.823
H 4.243 4.774 -6.001
C -5.179 -3.657 -3.266
C -5.938 -2.606 -2.388
O -7.221 -3.071 -2.332
H -5.012 -4.588 -2.724
H -4.212 -3.219 -3.510
H -5.667 -3.930 -4.201
H -5.915 -1.624 -2.861
H -5.582 -2.547 -1.359
H -7.715 -2.305 -2.632
C 1.454 2.550 -9.620
C 0.268 2.608 -8.655
O -0.046 3.952 -8.396
H 1.646 1.490 -9.789
H 2.343 3.042 -9.227
H 1.285 3.016 -10.590
H 0.529 2.117 -7.718
H -0.601 2.142 -9.119
H -0.682 4.135 -9.092
C 2.778 -3.510 4.385
C 3.871 -3.948 5.309
O 4.365 -2.864 6.096
H 1.958 -2.993 4.883
H 2.366 -4.343 3.815
H 3.094 -2.830 3.595
H 4.701 -4.424 4.785
H 3.385 -4.718 5.908
H 5.075 -2.432 5.615
C -4.527 1.855 -5.469
C -4.758 3.068 -6.360
O -4.012 4.117 -5.822
H -4.668 2.065 -4.409
H -3.543 1.423 -5.654
H -5.262 1.102 -5.754
H -5.824 3.281 -6.446
H -4.403 2.808 -7.357
H -4.499 4.477 -5.077
C -6.089 1.322 1.540
C -6.601 0.327 2.551
O -6.410 0.899 3.846
H -6.168 1.000 0.502
H -5.072 1.694 1.657
H -6.695 2.228 1.564
H -5.939 -0.540 2.532
H -7.639 0.039 2.384
H -7.249 0.930 4.313
C 0.350 6.305 2.587
C -0.691 5.821 1.524
O -0.012 5.275 0.419
H 0.699 5.434 3.143
H -0.287 6.939 3.204
H 1.164 6.845 2.105
H -1.297 6.665 1.195
H -1.396 5.079 1.899
H 0.255 4.371 0.605
C 0.109 4.291 9.566
C -0.596 4.014 8.259
O -1.161 5.205 7.694
H 0.841 5.090 9.445
H 0.618 3.381 9.883
H -0.606 4.551 10.347
H -1.446 3.367 8.476
H 0.070 3.429 7.624
H -1.846 4.951 7.072
C -3.075 -4.429 3.655
C -2.635 -4.984 2.304
O -3.216 -6.263 2.196
H -2.623 -5.042 4.435
H -4.155 -4.445 3.802
H -2.779 -3.389 3.791
H -1.559 -5.132 2.210
H -2.847 -4.329 1.458
H -2.527 -6.879 1.937
*
```

E_tot ... -71331.0316 eV
LUMO level ... 1.699 eV
Orbital gap ... 5.08 eV
HOMO energy ... -0.124 Ha
ΔE to the lowest compared entry with this formula, charge and spin ... 5.833 eV

Mulliken population analysis, charges in e, atoms 1 to 99: number 1, C, carries -0.046; number 2, O, carries -0.164; number 3, O, carries -0.857; number 4, C, carries 0.706; number 5, F, carries -0.284; number 6, F, carries -0.265; number 7, F, carries -0.276; number 8, C, carries -0.085; number 9, C, carries -1.151; number 10, H, carries 0.243; number 11, H, carries 0.359; number 12, H, carries 0.252; number 13, H, carries 0.230; number 14, H, carries 0.236; number 15, H, carries 0.094; number 16, C, carries -1.014; number 17, C, carries -0.207; number 18, O, carries -0.515; number 19, H, carries 0.295; number 20, H, carries 0.263; number 21, H, carries 0.330; number 22, H, carries 0.249; number 23, H, carries 0.303; number 24, H, carries 0.296; number 25, C, carries -1.088; number 26, C, carries -0.100; number 27, O, carries -0.545; number 28, H, carries 0.273; number 29, H, carries 0.328; number 30, H, carries 0.326; number 31, H, carries 0.252; number 32, H, carries 0.257; number 33, H, carries 0.296; number 34, C, carries -1.182; number 35, C, carries -0.059; number 36, O, carries -0.523; number 37, H, carries 0.314; number 38, H, carries 0.304; number 39, H, carries 0.353; number 40, H, carries 0.235; number 41, H, carries 0.266; number 42, H, carries 0.293; number 43, C, carries -1.002; number 44, C, carries -0.169; number 45, O, carries -0.531; number 46, H, carries 0.331; number 47, H, carries 0.243; number 48, H, carries 0.291; number 49, H, carries 0.255; number 50, H, carries 0.276; number 51, H, carries 0.307; number 52, C, carries -1.016; number 53, C, carries -0.174; number 54, O, carries -0.516; number 55, H, carries 0.344; number 56, H, carries 0.264; number 57, H, carries 0.270; number 58, H, carries 0.289; number 59, H, carries 0.249; number 60, H, carries 0.289; number 61, C, carries -1.022; number 62, C, carries -0.106; number 63, O, carries -0.508; number 64, H, carries 0.285; number 65, H, carries 0.308; number 66, H, carries 0.289; number 67, H, carries 0.268; number 68, H, carries 0.166; number 69, H, carries 0.321; number 70, C, carries -0.837; number 71, C, carries -0.297; number 72, O, carries -0.505; number 73, H, carries 0.249; number 74, H, carries 0.236; number 75, H, carries 0.300; number 76, H, carries 0.284; number 77, H, carries 0.269; number 78, H, carries 0.302; number 79, C, carries -0.888; number 80, C, carries -0.233; number 81, O, carries -0.509; number 82, H, carries 0.233; number 83, H, carries 0.316; number 84, H, carries 0.283; number 85, H, carries 0.259; number 86, H, carries 0.246; number 87, H, carries 0.293; number 88, C, carries -0.820; number 89, C, carries -0.342; number 90, O, carries -0.492; number 91, H, carries 0.283; number 92, H, carries 0.250; number 93, H, carries 0.302; number 94, H, carries 0.269; number 95, H, carries 0.246; number 96, H, carries 0.304; number 97, C, carries -1.022; number 98, C, carries -0.075; number 99, O, carries -0.526